Record 1
Molecular formula: C12H19FO3Sb
Method: DFT, ωB97M-V with the def2-TZVPD basis set

Positions of all 36 atoms, in Å:
H (-3.9764, 2.9959, 3.6895)
Sb (3.9158, -2.2417, -1.5129)
H (-2.8868, 1.8086, 4.4334)
C (-0.1182, 0.9534, -0.8397)
O (-3.4904, 1.3962, 2.4896)
C (-4.9475, 1.1250, 4.2394)
H (2.4962, 0.7170, -0.0843)
H (1.6947, 1.7459, -2.5132)
C (4.2369, -0.0903, -1.1420)
H (-4.6608, 0.2011, 4.7457)
H (4.9492, 0.3262, -1.8601)
H (3.3861, 1.8614, -1.0942)
C (0.1900, -1.0842, -2.0346)
O (-5.5835, 0.7968, 3.0048)
H (-5.6210, 1.6879, 4.8818)
H (0.2496, 1.9369, -0.5789)
H (3.8170, -3.9772, -1.7798)
C (0.6168, 0.1652, -1.6805)
C (1.9407, 0.7304, -2.1862)
H (-1.3108, -2.5556, -1.8038)
F (4.9310, -2.6829, 0.2241)
O (-4.8104, 0.4696, 0.9116)
H (2.3074, 0.1973, -3.0600)
C (-1.3008, 0.4809, -0.3319)
H (-2.6398, -1.1490, -0.2649)
C (-0.9960, -1.5594, -1.5242)
H (3.0760, -1.9819, -3.0326)
H (4.7241, -0.0460, -0.1635)
H (-1.8560, 1.1000, 0.3587)
H (5.4959, -2.2696, -2.3117)
H (0.8256, -1.6483, -2.7019)
C (-4.6431, 0.8490, 2.0211)
H (2.4539, -2.2575, -0.5615)
C (-1.7116, -0.7702, -0.6801)
C (-3.7519, 1.9315, 3.7862)
C (2.9977, 0.8377, -1.0434)

Forces on atoms 1 to 2 (eV/Å):
-0.04 -0.02 -0.01
0.56 -0.33 -0.26

Computed properties:
- HOMO-LUMO gap (eV) = 5.48
- LUMO (Ha) = 0.0731
- energy (hartree) = -1034.40350
- net charge = -1
- HOMO energy (eV) = -3.49

Mulliken population analysis, charges in e, atoms 1 to 8: atom 1 (H): 0.257, atom 2 (Sb): 0.493, atom 3 (H): 0.302, atom 4 (C): -0.468, atom 5 (O): -0.248, atom 6 (C): -0.333, atom 7 (H): 0.412, atom 8 (H): 0.358

***

Record 2
Molecular formula: C14H31NbO6PS
Method: DFT, ωB97M-V with the def2-TZVPD basis set

Positions of all 54 atoms, in Å:
O (2.4053, 0.2483, 1.4977)
H (-0.4137, -2.3462, 2.2471)
H (-2.8023, -2.0777, 1.8168)
O (-0.8603, 3.2327, -3.1645)
H (2.1461, -5.0526, -1.5504)
H (-3.6182, 1.8310, -1.0235)
H (3.4692, -2.8938, -0.0925)
C (1.6056, 0.9338, -2.4365)
H (1.5665, 3.6159, -4.3185)
H (-1.8698, 2.5906, -1.4102)
C (0.1725, 2.5957, -3.0389)
H (-2.7722, -0.2329, 2.2378)
H (-2.5590, -1.7485, -0.6906)
H (1.6782, -4.3321, 0.7230)
H (0.4470, -3.1953, 0.1486)
H (-4.3366, 3.2481, 0.6571)
H (2.2549, -1.6927, 0.4124)
S (0.7265, -1.8275, 5.0404)
H (1.8800, 3.7625, -2.5529)
C (1.4264, -3.6334, -0.0793)
H (-0.6675, 0.5651, -0.3170)
H (1.7083, -0.1239, -2.6961)
H (-3.2993, 3.4045, 2.2460)
O (1.5813, -3.0889, -3.5475)
O (2.3192, -2.1191, -1.6121)
H (-1.0539, 1.4426, 2.7918)
O (-2.2841, 2.3613, 0.6809)
H (0.0371, -1.8201, 6.2763)
H (-3.7542, -0.3852, -0.0633)
H (0.0601, -1.0103, 1.0003)
C (2.4461, -2.5386, -0.2542)
O (0.2377, 1.3249, -2.5440)
C (-2.2675, -1.0496, 1.5303)
H (-1.5929, 0.0311, -1.9052)
C (1.3886, -4.2710, -1.4451)
H (1.9541, 2.2879, 2.8634)
P (1.9922, 0.8244, 2.9130)
H (2.9583, 0.4932, 3.9687)
C (1.7435, -3.1214, -2.3388)
C (1.5480, 3.0990, -3.3562)
C (-0.6800, -1.2437, 1.8751)
H (-2.8055, 4.4702, 0.7674)
C (-3.2442, 3.4135, 1.0550)
H (-1.9893, -0.3995, 4.3165)
C (-2.6256, -0.7711, -0.0409)
H (1.9298, 1.0780, -1.4005)
H (3.4020, 1.9586, -3.1322)
H (2.3083, 1.3956, -4.4069)
C (-1.7324, 0.3900, -0.7745)
H (-0.1119, 1.2606, 5.1458)
C (2.3502, 1.8230, -3.3977)
Nb (-0.3011, 0.0789, 3.7489)
C (-2.4967, 1.8743, -0.6918)
H (0.3950, -4.6601, -1.6789)

Forces on atoms 1 to 2 (eV/Å):
-0.39 0.86 2.34
-0.72 2.25 -0.72

Computed properties:
- HOMO-LUMO gap (eV) = 6.63
- LUMO (Ha) = 0.0612
- energy (hartree) = -1799.75825
- net charge = -1
- HOMO energy (eV) = -4.96

Mulliken population analysis, charges in e, atoms 1 to 8: atom 1 (O): -0.615, atom 2 (H): 0.390, atom 3 (H): 0.210, atom 4 (O): -0.678, atom 5 (H): 0.252, atom 6 (H): 0.355, atom 7 (H): 0.232, atom 8 (C): 0.111

***

Record 3
Molecular formula: CH7NO
Method: DFT, ωB97M-V with the def2-TZVPD basis set

Positions of all 10 atoms, in Å:
H (-0.6961, -0.6487, 1.2676)
H (1.1015, 1.2369, 1.0296)
N (0.3660, 0.9333, 1.5933)
C (-0.5458, -0.4265, -2.6979)
H (-1.2922, 0.2049, -2.3431)
H (0.5910, 1.0635, 2.5788)
H (-0.9421, -0.7160, -3.6433)
H (0.5039, 0.0500, -2.9409)
H (-0.4412, -1.3361, -2.0814)
O (0.2360, -0.4786, 1.3959)

Forces on atoms 1 to 2 (eV/Å):
-0.33 0.34 -0.11
1.47 0.29 -0.98

Computed properties:
- HOMO-LUMO gap (eV) = 10.81
- LUMO (Ha) = 0.0387
- energy (hartree) = -172.20685
- SMILES string = NO.C
- HOMO energy (eV) = -9.76

Mulliken population analysis, charges in e, atoms 1 to 8: atom 1 (H): 0.334, atom 2 (H): 0.233, atom 3 (N): -0.384, atom 4 (C): -0.974, atom 5 (H): 0.260, atom 6 (H): 0.237, atom 7 (H): 0.317, atom 8 (H): 0.190

***

Record 4
Molecular formula: C4H12N2O2
Method: DFT, ωB97M-V with the def2-TZVPD basis set

Positions of all 20 atoms, in Å:
H (-1.0965, 1.3768, -0.4618)
C (-0.0571, -0.3886, -0.1400)
H (0.3069, -1.1010, -0.8665)
C (-1.4195, -0.9373, 0.3311)
H (0.9656, 3.2068, -1.3651)
C (0.5600, 1.3472, -1.8350)
H (0.4140, 0.0548, 1.9430)
H (1.6889, -1.9014, 0.7739)
C (0.9113, -0.0629, 0.9761)
H (-0.6479, -1.4559, 2.1776)
H (-2.1944, -1.8601, 1.9698)
O (1.9461, -1.0733, 1.1865)
O (1.4225, 2.3607, -1.2901)
H (1.5376, 0.7976, 0.7688)
H (-1.7662, -1.5390, -0.5058)
H (1.2637, 0.5616, -2.0607)
H (0.0123, 1.7668, -2.6703)
N (-0.3987, 0.8178, -0.9202)
N (-1.2980, -1.8315, 1.4985)
H (-2.1507, -0.1392, 0.4900)

Forces on atoms 1 to 2 (eV/Å):
0.17 0.52 -0.31
-1.38 1.63 -0.14

Computed properties:
- HOMO-LUMO gap (eV) = 9.84
- LUMO (Ha) = 0.0310
- energy (hartree) = -419.55191
- SMILES string = NC[C@H](CO)NCO
- HOMO energy (eV) = -8.99

Mulliken population analysis, charges in e, atoms 1 to 8: atom 1 (H): 0.206, atom 2 (C): 0.207, atom 3 (H): 0.273, atom 4 (C): -0.697, atom 5 (H): 0.314, atom 6 (C): -0.496, atom 7 (H): 0.260, atom 8 (H): 0.339

***

Record 5
Molecular formula: C18H40NO5P2
Method: DFT, ωB97M-V with the def2-TZVPD basis set

Positions of all 66 atoms, in Å:
H (2.6927, -1.0046, -3.5119)
H (1.9103, -5.8090, -5.1751)
H (3.3241, -4.7798, -5.4100)
H (0.1304, 2.3903, 3.2480)
C (-1.3626, 0.7737, 0.5325)
C (-3.5606, 0.0424, 1.6482)
C (2.6808, 2.7007, 2.0347)
H (1.1480, 0.2324, 0.1530)
H (-4.4874, 0.4393, 2.0675)
H (-1.0751, 1.3758, -0.3360)
C (-0.0577, -1.2023, -3.0309)
H (1.3844, -1.9822, -1.6561)
C (-2.8208, 1.1401, 0.8705)
H (-1.8306, 2.1841, 4.8774)
H (2.5152, -4.8315, -3.8438)
H (1.2570, -3.7778, -6.4364)
P (0.6736, -2.0059, 1.6358)
C (-0.2532, 1.0089, 1.5951)
O (-2.9384, 3.4807, 0.8448)
H (2.9753, -2.2090, -5.6277)
H (-1.5876, 4.7672, 2.3717)
C (1.0675, 1.1141, 0.7959)
C (2.2973, -2.0227, -3.5987)
H (-3.7272, 0.3798, -0.9116)
H (3.7596, 2.8614, 2.0315)
C (2.3486, -4.8427, -4.9220)
H (1.3623, -1.5526, -5.4858)
C (-1.9484, 2.6628, 2.7898)
H (2.8148, -1.7767, 2.0572)
H (-0.8819, -1.3202, -2.3258)
H (0.9529, 1.9829, 0.1312)
H (-4.5581, 1.7975, -0.2361)
C (-0.5071, 2.3269, 2.3599)
C (-2.4415, 1.8929, 4.0191)
H (3.0889, -2.6816, -3.2312)
O (0.6678, -3.2637, 2.6385)
H (0.7063, -3.1871, -2.7103)
H (-1.3377, -0.2676, 0.2014)
H (0.5774, -3.0340, 3.5738)
H (2.2072, 3.4562, 1.4030)
C (-3.5830, 1.3504, -0.4326)
N (-2.8249, 2.4535, 1.5969)
H (-0.2016, 3.1302, 1.6817)
H (2.4168, 0.6022, 2.4050)
H (-2.9772, -0.4167, 2.4380)
C (1.0784, -2.1591, -2.6882)
O (2.2153, -1.7737, 1.2977)
H (0.2811, -0.1633, -2.9809)
H (-2.3969, 0.8172, 3.9292)
H (-3.0328, 4.4463, 3.3407)
H (-3.4768, 2.1697, 4.2319)
H (-3.8184, -0.7586, 0.9522)
H (0.8538, -0.0365, 3.6074)
H (-1.4266, 4.2944, 4.0737)
H (0.4722, -3.7906, -4.8762)
O (-0.1044, -2.1959, 0.4083)
C (1.4467, -3.6948, -5.3629)
C (-2.0021, 4.1402, 3.1576)
C (2.3981, 1.2768, 1.5436)
C (2.0339, -2.3131, -5.0779)
H (-3.0463, 2.0014, -1.1190)
O (3.4697, 0.8109, 0.7279)
H (-0.4506, -1.3729, -4.0352)
H (3.4411, 1.2812, -0.1155)
P (-0.2531, -0.4212, 2.8137)
H (2.3207, 2.8629, 3.0519)

Forces on atoms 1 to 2 (eV/Å):
0.00 0.00 0.00
0.00 0.00 -0.01

Computed properties:
- HOMO-LUMO gap (spin up / spin down) (eV) = 8.16 / 9.49
- LUMO (spin up / spin down) (Ha) = 0.0033 / 0.0032
- energy (hartree) = -1823.53389
- multiplicity = 2
- HOMO energy (spin up / spin down) (eV) = -8.07 / -9.41

Mulliken population analysis, charges in e, atoms 1 to 8: atom 1 (H): 0.374, atom 2 (H): 0.377, atom 3 (H): 0.298, atom 4 (H): 0.428, atom 5 (C): -2.888, atom 6 (C): -1.868, atom 7 (C): -1.480, atom 8 (H): 0.092